# C5H14N2

A 2-piece molecular cluster, C5H14N2 overall (ωB97M-V/def2-TZVPD, the OMol25 dataset).

Geometry (Å):
C: -0.13407 -1.18481 1.48581
N: -0.20035 -0.11302 2.46708
C: 1.13667 0.25128 2.90476
C: -0.88509 1.03929 1.90528
H: 0.35867 -2.05753 1.91258
H: 0.39777 -0.88959 0.56880
H: -1.14948 -1.48237 1.21957
H: 1.07530 1.07924 3.61100
H: 1.58672 -0.59772 3.41743
H: 1.78538 0.55815 2.06911
H: -1.13085 1.75331 2.69019
H: -1.80981 0.71903 1.42655
H: -0.26803 1.55422 1.14902
C: 0.33622 1.08702 -3.29578
N: 0.03265 -0.08715 -3.62167
C: -0.33307 -1.00781 -2.56718
H: 0.62248 1.79457 -4.06901
H: 0.33475 1.43378 -2.25432
H: -1.32742 -1.40518 -2.77539
H: -0.33530 -0.54002 -1.57657
H: 0.36004 -1.84847 -2.56881

The structure (SMILES) is CN(C)C.C=NC. The highest occupied orbital energy is -8.70 eV. The value obtained for the HOMO-LUMO gap is 9.62 eV. The energy relative to the best compared isomer or geometry (same formula, charge and spin) comes out at 1.850 eV. The molecular weight is 102.2 g/mol.

Listed below, in e, are the Löwdin charges computed for each atom: -0.13 -0.33 -0.13 -0.13 0.08 0.07 0.08 0.08 0.08 0.08 0.08 0.08 0.08 -0.08 -0.09 -0.15 0.06 0.07 0.08 0.04 0.08

=====

# C3H12N3S

An isolated ion of composition C3H12N3S and charge +1 (ωB97M-V/def2-TZVPD, the OMol25 dataset).

Geometry (Å):
C: -0.56321 -1.24896 -1.04455
C: 0.58658 -1.07376 1.08632
C: -0.43496 1.04152 -0.10004
N: -0.95142 1.35740 -1.31472
N: 0.81154 1.88310 0.32877
N: 0.24212 -0.39328 -0.21170
S: -1.71492 0.87832 1.25209
H: -1.53900 -1.34937 -0.70098
H: -0.48250 -0.94092 -2.08282
H: -0.22956 -2.20732 -1.09752
H: 0.67050 -0.24983 1.80227
H: -0.08252 -1.94897 1.42787
H: 1.57586 -1.43655 0.97184
H: -0.61524 2.10207 -1.86553
H: -1.86590 0.97884 -1.31642
H: 0.91770 1.82723 1.30125
H: 0.87423 2.71378 -0.06182
H: 1.12219 -0.20501 -0.65063
H: -1.33790 1.94109 2.07913

The highest occupied orbital energy (alpha / beta) is -8.77 / -14.26 eV. The value obtained for the HOMO-LUMO gap (alpha / beta) is 5.87 / 7.02 eV. As for the multiplicity: 3. The energy relative to the best compared isomer or geometry (same formula, charge and spin) comes out at 3.933 eV. As for the net charge: +1. The molecular weight is 122.2 g/mol.

Listed below, in e, are the Löwdin charges computed for each atom: -0.05 -0.01 -0.78 0.11 0.12 -0.16 0.88 0.08 0.12 0.08 0.08 0.15 0.09 0.12 0.07 0.03 0.01 0.16 -0.11

=====

# C13H11O2

An isolated ion of composition C13H11O2 and charge -1 (ωB97M-V/def2-TZVPD, the OMol25 dataset).

Geometry (Å):
C: 2.08321 0.86911 1.68818
C: 2.56176 0.06371 0.75864
C: 3.93966 -0.05396 0.33264
C: 4.61820 0.86587 -0.40218
O: 5.16842 1.91106 -0.60671
O: 4.18075 -0.14820 -1.19862
C: 1.59056 -0.97992 0.23692
C: 1.95941 -2.27638 0.19420
C: 1.13597 -3.35455 -0.06623
C: -0.17082 -3.08725 -0.28024
C: -0.60046 -1.74295 -0.47474
C: 0.28188 -0.63241 -0.12680
C: -0.30498 0.66474 -0.24428
C: -1.52682 1.07297 -0.58435
C: -1.91874 2.46514 -0.74547
H: 2.76360 1.61105 2.02815
H: 1.04242 0.65429 2.14956
H: 3.08817 -2.50319 0.42343
H: 1.46627 -4.43840 -0.00843
H: -0.88395 -3.88000 -0.37206
H: -1.57308 -1.62258 -0.85440
H: 0.57491 1.40072 -0.12293
H: -2.34910 0.20695 -0.75819
H: -3.04849 2.71908 -0.74542
H: -1.74574 2.95801 -1.76626
H: -1.38481 3.08625 -0.03985

The structure (SMILES) is C=C(C1=C([O-])O1)c1ccccc1/C=C/C. The highest occupied orbital energy is -2.88 eV. The value obtained for the HOMO-LUMO gap is 6.14 eV. The energy relative to the best compared isomer or geometry (same formula, charge and spin) comes out at 2.660 eV. As for the net charge: -1. The molecular weight is 199.2 g/mol.

Listed below, in e, are the Löwdin charges computed for each atom: -0.01 -0.31 -0.11 -0.59 0.05 0.00 -0.16 -0.06 -0.12 -0.12 0.00 -0.16 -0.11 -0.19 -0.16 0.05 0.10 0.15 0.12 0.08 0.06 0.14 0.13 0.09 0.09 0.06

=====

# C6H4F3NO

A 2-piece molecular cluster, C6H4F3NO overall (ωB97M-V/def2-TZVPD, the OMol25 dataset).

Geometry (Å):
C: 2.16069 2.16960 0.25854
C: -0.33983 -0.40412 -0.53232
C: 0.20570 -0.05609 -1.67995
C: 0.38567 0.35088 0.64832
C: 1.41563 1.11719 -0.19287
C: 3.12273 -0.74053 -0.03831
N: 2.67961 3.03961 0.78567
O: 1.15180 0.99412 -1.47811
F: 4.29040 -0.32207 0.35568
F: 2.59944 -1.65975 0.74993
F: 3.09703 -1.06355 -1.32980
H: -1.00038 -1.18917 -0.09518
H: -0.00098 -0.50255 -2.61074
H: -0.40921 0.96752 1.11819
H: 0.92478 -0.43570 1.15963

The highest occupied orbital energy (alpha / beta) is -8.97 / -8.13 eV. The value obtained for the HOMO-LUMO gap (alpha / beta) is 8.64 / 7.99 eV. The energy relative to the best compared isomer or geometry (same formula, charge and spin) comes out at 3.056 eV. The molecular weight is 163.1 g/mol.

Listed below, in e, are the Löwdin charges computed for each atom: -0.18 -0.03 -0.06 -0.07 -0.31 -0.47 0.19 0.01 0.17 0.14 0.14 0.13 0.11 0.14 0.09

=====

# C19H45AsCoF5N3Si6Te

C19H45AsCoF5N3Si6Te as an isolated structure (ωB97M-V/def2-TZVPD, the OMol25 dataset).

Geometry (Å):
Co: -2.46244 1.00234 0.46755
C: 5.20630 -0.57917 0.37584
Si: 3.37105 -0.98162 0.18407
C: 3.16938 -2.05739 -1.35035
C: 2.88108 -2.00402 1.68218
Si: 2.11813 0.96928 -0.07142
Te: -0.98112 -0.77213 1.67397
Si: 2.02730 2.38771 1.77938
C: 0.60157 3.59214 1.62698
C: 3.63620 3.36223 1.93788
C: 1.85553 1.39833 3.37064
Si: 2.63236 2.05716 -2.08249
C: 1.48259 1.52692 -3.46875
C: 4.40017 1.65470 -2.61395
C: 2.50554 3.91843 -1.89350
H: 5.78947 -1.50009 0.47562
H: 5.37872 0.02687 1.26849
H: 5.58827 -0.02533 -0.48314
H: 3.80062 -2.94868 -1.28868
H: 3.43674 -1.51512 -2.25998
H: 2.13238 -2.38346 -1.45049
H: 3.48393 -2.91629 1.72342
H: 1.82697 -2.28261 1.64542
H: 3.03938 -1.45170 2.61064
H: 0.68463 4.21701 0.73500
H: 0.57421 4.25284 2.49857
H: -0.35357 3.06506 1.57672
H: 3.81388 3.99775 1.06948
H: 4.49145 2.69079 2.04431
H: 3.59776 4.00522 2.82264
H: 0.96385 0.76885 3.37172
H: 1.78593 2.07461 4.22759
H: 2.72455 0.75373 3.52154
H: 1.53677 0.45154 -3.65111
H: 1.74553 2.04740 -4.39411
H: 0.44835 1.77696 -3.22447
H: 4.55357 0.58308 -2.75683
H: 5.12141 2.00226 -1.87101
H: 4.62360 2.15541 -3.56098
H: 1.49597 4.21622 -1.60970
H: 2.73223 4.41033 -2.84353
H: 3.19306 4.30969 -1.14196
F: -5.19201 0.81837 1.45123
C: -4.17833 1.76546 1.30999
F: -4.72940 2.75142 0.50653
C: -4.05804 2.40620 2.69127
F: -3.71405 1.49104 3.61206
F: -3.10383 3.35383 2.68090
F: -5.19391 2.98876 3.11928
N: -1.70783 2.16461 -0.91165
C: -1.46657 3.05522 -1.62727
N: -1.16344 3.92662 -2.51138
C: -0.90525 5.18112 -2.17768
N: -0.64802 6.29258 -1.97796
C: -4.49981 -2.20690 2.80176
Si: -4.08296 -2.99096 1.16592
C: -3.18555 -4.61399 1.43740
C: -5.63062 -3.28660 0.14859
As: -2.75621 -1.49139 -0.06142
Si: -1.41413 -2.69020 -1.56562
C: -2.55574 -3.64565 -2.71186
C: -0.46016 -1.39551 -2.51013
C: -0.24355 -3.87145 -0.70886
H: -5.15964 -2.86753 3.37172
H: -5.00060 -1.24845 2.66080
H: -3.59440 -2.02845 3.38368
H: -3.78429 -5.26711 2.07861
H: -2.22469 -4.44336 1.92734
H: -3.00424 -5.13992 0.49792
H: -6.30227 -3.98426 0.65602
H: -5.38925 -3.70192 -0.83238
H: -6.16534 -2.34721 -0.00382
H: -3.25684 -2.97269 -3.20965
H: -3.13462 -4.39265 -2.16350
H: -1.98197 -4.16709 -3.48264
H: -1.13230 -0.73164 -3.05757
H: 0.22639 -1.85813 -3.22512
H: 0.12572 -0.77732 -1.82376
H: -0.77575 -4.67763 -0.20295
H: 0.35407 -3.33781 0.03250
H: 0.43612 -4.31668 -1.44150

The highest occupied orbital energy (alpha / beta) is -4.29 / -5.30 eV. The value obtained for the HOMO-LUMO gap (alpha / beta) is 6.60 / 6.90 eV. As for the multiplicity: 5. The energy relative to the best compared isomer or geometry (same formula, charge and spin) comes out at 0.000 eV. As for the net charge: -1. The molecular weight is 840.6 g/mol.

Listed below, in e, are the Löwdin charges computed for each atom: 0.16 -0.22 0.29 -0.21 -0.23 0.50 0.39 0.29 -0.21 -0.22 -0.23 0.31 -0.22 -0.23 -0.21 0.03 0.02 0.01 0.03 0.02 -0.01 0.03 -0.04 0.01 0.02 0.03 0.00 0.01 0.02 0.03 -0.04 0.03 0.01 0.01 0.03 0.01 0.01 0.02 0.03 -0.01 0.04 0.01 -0.03 -0.42 0.00 -0.61 0.12 0.12 0.13 0.08 -0.34 0.07 -0.43 0.08 -0.23 0.21 -0.23 -0.23 0.54 0.21 -0.23 -0.24 -0.22 0.03 0.02 0.01 0.03 0.03 0.01 0.03 0.01 0.03 0.03 0.01 0.03 0.04 0.04 -0.01 0.01 -0.01 0.03

=====

Among the records above, which one has the highest energy relative to the best compared isomer or geometry (same formula, charge and spin)? C3H12N3S

=====

Repeat the fourth record exactly.
# C6H4F3NO

A 2-piece molecular cluster, C6H4F3NO overall (ωB97M-V/def2-TZVPD, the OMol25 dataset).

Geometry (Å):
C: 2.16069 2.16960 0.25854
C: -0.33983 -0.40412 -0.53232
C: 0.20570 -0.05609 -1.67995
C: 0.38567 0.35088 0.64832
C: 1.41563 1.11719 -0.19287
C: 3.12273 -0.74053 -0.03831
N: 2.67961 3.03961 0.78567
O: 1.15180 0.99412 -1.47811
F: 4.29040 -0.32207 0.35568
F: 2.59944 -1.65975 0.74993
F: 3.09703 -1.06355 -1.32980
H: -1.00038 -1.18917 -0.09518
H: -0.00098 -0.50255 -2.61074
H: -0.40921 0.96752 1.11819
H: 0.92478 -0.43570 1.15963

The highest occupied orbital energy (alpha / beta) is -8.97 / -8.13 eV. The value obtained for the HOMO-LUMO gap (alpha / beta) is 8.64 / 7.99 eV. The energy relative to the best compared isomer or geometry (same formula, charge and spin) comes out at 3.056 eV. The molecular weight is 163.1 g/mol.

Listed below, in e, are the Löwdin charges computed for each atom: -0.18 -0.03 -0.06 -0.07 -0.31 -0.47 0.19 0.01 0.17 0.14 0.14 0.13 0.11 0.14 0.09